# C25H27BCl2F2Ge2NO2S2Y

C25H27BCl2F2Ge2NO2S2Y as an isolated structure in a non-equilibrium geometry (ωB97M-V/def2-TZVPD, the OMol25 dataset).

The calculation puts the molar mass at 791.47 g/mol. As for the highest occupied orbital energy (spin up / spin down): -10.11 / -10.67 eV. Its energy above the lowest of the compared OMol25 structures with the same formula, charge and spin is 0.0 kJ/mol. Its spin multiplicity is 2. As for the total charge: +1. As for the total energy: -198847.98053 eV.

Geometry as XYZ:
```
65
Properties=species:S:1:pos:R:3:forces:R:3:mulliken_charge:R:1
Y -0.9498 0.2526 -1.0139 0.361 0.226 -0.687 0.472
Cl -7.7927 0.7204 2.1885 0.238 0.360 0.160 -0.197
C -6.2825 0.5620 1.3585 0.861 0.523 0.625 -0.078
C -6.2668 -0.3222 0.2970 0.072 -0.642 -0.830 -0.250
C -5.1223 -0.6236 -0.4191 -1.685 0.174 0.904 0.193
Cl -5.2122 -1.7470 -1.7100 0.094 -0.153 -0.166 -0.171
C -3.9066 -0.0567 -0.0553 -0.070 0.004 -0.127 0.347
O -2.8876 -0.4492 -0.7324 0.911 0.072 0.090 -0.844
C -3.8898 0.8877 1.0063 -0.226 1.237 0.342 0.548
C -2.6952 1.7028 1.2685 -0.414 -2.205 -0.942 -0.375
O -1.6011 1.5174 0.6872 -0.616 0.440 0.963 -0.139
C -5.1064 1.2074 1.7119 0.391 -0.533 -0.616 -0.811
H -7.1999 -0.7961 0.0376 -0.079 -0.129 -0.168 0.488
H -2.7784 2.4478 2.0380 0.091 0.639 0.374 0.466
H -5.0578 1.9434 2.5016 -0.158 0.017 0.090 0.473
F -2.5430 2.8162 -3.2075 0.553 -0.243 0.871 -0.214
B -1.7646 2.5378 -2.1134 -0.183 -0.456 -1.050 0.574
F -1.3258 3.6585 -1.5180 -0.020 0.229 0.121 -0.222
C 4.5406 2.1892 1.4553 -0.522 1.067 -0.182 -1.161
Ge 2.6200 1.7248 1.4471 0.609 0.407 0.266 0.410
C 1.4516 3.2591 1.3568 -0.613 0.156 -0.770 -0.871
C 2.1402 0.8233 3.0910 -0.678 1.928 0.458 -1.112
Ge 2.1682 0.1443 -0.3139 0.806 -0.613 0.383 0.500
C 3.4596 -1.3423 -0.3180 0.050 -0.090 -0.047 0.472
C 4.0995 -1.7454 0.8824 -0.667 -0.187 0.340 -0.017
C 4.9210 -2.8576 0.9326 0.757 -0.447 -1.638 -0.878
C 5.2056 -3.5284 -0.2975 -0.993 1.256 1.322 -0.395
C 4.6310 -3.1405 -1.4908 0.135 0.204 0.386 -1.000
C 3.7553 -2.0443 -1.4866 0.711 -0.576 0.062 -0.036
C 1.6829 0.8609 -2.0591 0.391 -1.025 0.227 0.036
C 1.7484 2.2312 -2.2611 -0.440 0.386 -0.279 -0.165
C 1.3357 2.7792 -3.4777 -0.429 0.012 -0.443 -0.780
C 0.8081 1.9642 -4.4652 0.835 -1.439 0.838 -0.650
C 0.7735 0.5567 -4.2518 0.347 0.507 -0.469 -0.660
C 1.2509 -0.0289 -3.0738 -0.542 2.238 -0.497 -0.312
H 4.7711 2.7805 2.3572 -0.156 -0.250 -0.276 0.408
H 4.8530 2.7851 0.5772 -0.202 -0.396 0.376 0.362
H 5.0875 1.2745 1.4884 0.589 -0.623 -0.024 0.411
H 1.8590 4.0444 1.9934 -0.210 0.042 -0.014 0.472
H 0.4294 2.9735 1.6490 0.397 0.158 0.200 0.109
H 1.3425 3.6265 0.3260 0.161 0.167 0.397 0.321
H 2.3166 1.5020 3.9528 0.018 -0.315 -0.510 0.407
H 2.7194 -0.0395 3.2301 0.320 -1.451 0.334 0.465
H 1.0552 0.6976 3.0302 0.182 -0.583 0.161 0.226
H 3.8792 -1.2377 1.8193 0.028 0.096 -0.193 0.067
H 5.4628 -3.2204 1.8190 -0.595 0.477 -0.271 0.390
H 5.8778 -4.3286 -0.2585 0.875 -1.151 -0.088 0.440
H 4.9183 -3.6836 -2.3986 -0.357 0.421 0.247 0.387
H 3.4121 -1.7504 -2.4521 -0.582 0.391 -0.408 0.451
H 2.1131 2.8614 -1.4592 0.002 0.084 -0.153 0.369
H 1.3471 3.8323 -3.7376 0.331 0.058 0.582 0.374
H 0.5939 2.3972 -5.4255 -0.453 -0.105 -0.160 0.458
H 0.4892 -0.0640 -5.0878 -0.204 -0.178 -0.005 0.474
H 1.3301 -1.0829 -2.9515 -0.119 -0.704 0.036 0.453
S -0.6029 -2.7992 -1.3015 -0.161 0.418 0.329 -0.348
C -1.5010 -2.8407 0.1292 0.127 -0.286 0.327 0.195
N -2.6992 -3.3810 0.2855 0.546 0.884 -0.037 -0.115
C -3.4495 -3.1300 1.5274 0.089 -1.384 -0.673 -0.563
C -2.5290 -2.3875 2.4672 0.960 0.968 1.200 -0.342
S -0.8796 -2.2104 1.6623 -0.594 -0.091 -0.813 0.012
H -3.1707 -3.7347 -0.5288 -0.158 -0.034 -0.246 0.295
H -3.7097 -4.1364 1.8876 -0.130 0.491 0.318 0.387
H -4.3633 -2.5961 1.2760 0.008 0.136 0.147 0.160
H -2.3297 -2.9075 3.4211 -0.375 0.150 -0.506 0.471
H -2.8322 -1.3489 2.7071 -0.221 -0.732 -0.189 0.163
```
Forces are in eV/Å.